(1)
79
Properties=species:S:1:pos:R:3 method="wB97M-V/def2-TZVPD" gap_ev="4.48 / 3.96" mol_weight_g_mol=910.09 spin_multiplicity=7 charge=-2 s2=12.326 homo_ev="-0.72 / -0.20"
Tb 0.298 1.145 -0.796
C 1.632 2.455 2.620
O 1.630 1.383 1.690
C 2.728 0.532 1.885
C 2.699 -0.500 0.787
O 2.520 0.108 -0.493
C 3.623 0.802 -1.068
C 3.334 0.922 -2.546
O 2.079 1.546 -2.742
C 2.107 2.649 -3.639
H 1.599 2.047 3.636
H 0.752 3.058 2.430
H 2.518 3.080 2.473
H 2.659 0.023 2.856
H 3.660 1.117 1.864
H 1.836 -1.155 0.922
H 3.613 -1.103 0.786
H 4.541 0.219 -0.925
H 3.732 1.787 -0.607
H 3.299 -0.074 -2.996
H 4.132 1.505 -3.016
H 2.467 2.316 -4.618
H 2.743 3.442 -3.238
H 1.088 3.020 -3.718
C -0.352 -1.588 5.056
C -0.161 -2.143 3.660
S -0.729 -1.049 1.895
C -2.413 -0.856 2.547
C -2.854 0.501 3.137
S -1.651 1.850 3.101
C -1.430 2.219 4.849
C -1.030 1.087 5.798
S 0.397 0.074 5.325
H 0.064 -2.221 5.850
H -1.417 -1.481 5.280
H -0.702 -3.096 3.584
H 0.900 -2.340 3.453
H -2.545 -1.629 3.305
H -3.095 -1.091 1.734
H -3.154 0.377 4.181
H -3.731 0.850 2.593
H -2.336 2.686 5.252
H -0.657 2.992 4.850
H -1.867 0.407 5.953
H -0.815 1.531 6.773
O -0.541 8.533 -1.633
C -0.361 7.319 -1.527
S 1.047 6.587 -0.752
C 0.632 4.906 -1.037
C -0.533 4.676 -1.708
S -1.210 3.141 -2.172
S -1.454 6.095 -2.178
S 1.741 3.706 -0.450
C -3.611 0.989 -0.260
O -2.328 0.930 0.311
C -1.462 -0.209 0.060
C -2.131 -1.345 -0.681
H -4.259 0.185 0.112
H -3.586 0.939 -1.352
H -4.039 1.951 0.026
H -3.023 -1.747 -0.169
H -1.411 -2.159 -0.743
H -2.433 -1.107 -1.707
O -0.979 -2.887 -6.662
S -1.455 -3.025 -5.310
O -2.872 -3.157 -5.107
N -0.827 -1.865 -4.350
C 0.011 -2.344 -3.462
S 0.888 -1.474 -2.320
C 0.161 -3.855 -3.531
C 0.921 -4.689 -2.733
C 0.877 -6.057 -2.979
C 0.086 -6.574 -4.003
C -0.681 -5.733 -4.800
C -0.621 -4.379 -4.532
H 1.521 -4.263 -1.938
H 1.458 -6.731 -2.362
H 0.065 -7.644 -4.177
H -1.306 -6.120 -5.595

=====

(2)
6
Properties=species:S:1:pos:R:3 method="wB97M-V/def2-TZVPD" gap_ev=10.27 mol_weight_g_mol=90.49 relative_energy_ev=0.322 charge=+1 homo_ev=-16.29
C 0.908 -0.926 1.972
C -0.828 0.819 -2.014
N 0.511 -0.334 1.083
O -0.235 0.028 -2.546
Cl -1.630 1.901 -1.284
H 1.274 -1.487 2.790

=====

(3)
9
Properties=species:S:1:pos:R:3 method="wB97M-V/def2-TZVPD" gap_ev="7.89 / 8.49" mol_weight_g_mol=137.05 relative_energy_ev=4.418 charge=0 homo_ev="-8.79 / -9.30"
C -0.552 -1.186 0.819
C 1.101 0.900 -0.868
Si -0.658 0.169 -0.454
Br 2.048 2.070 0.255
H -0.268 -2.143 0.733
H -0.678 -1.012 1.912
H -1.314 1.131 0.313
H 1.794 0.137 -0.966
H -1.473 -0.064 -1.744

=====

(4)
8
Properties=species:S:1:pos:R:3 method="wB97M-V/def2-TZVPD" gap_ev=8.57 mol_weight_g_mol=90.00 relative_energy_ev=0.795 charge=0 homo_ev=-8.62
C -0.453 -1.302 0.229
C -0.110 0.995 -0.382
P -1.611 -0.050 0.013
P 1.104 -0.600 -0.269
H -0.631 -2.313 0.531
H -0.213 1.429 -1.346
H 0.178 1.972 0.293
H 1.735 -0.130 0.930

=====

(5)
43
Properties=species:S:1:pos:R:3 method="wB97M-V/def2-TZVPD" gap_ev="1.59 / 1.63" mol_weight_g_mol=550.50 spin_multiplicity=8 charge=-2 s2=16.811 homo_ev="2.67 / 2.59"
C 2.185 -1.135 -3.743
I 0.924 1.459 -4.091
H 2.278 -2.102 -3.221
H 3.179 -0.682 -3.857
H 1.758 -1.325 -4.733
C -4.435 0.052 -0.150
C -4.212 -0.792 -1.180
N -2.841 -0.923 -1.304
C -2.165 -0.162 -0.367
N -3.192 0.421 0.339
H -5.351 0.422 0.274
H -4.908 -1.305 -1.821
C 3.400 2.487 1.204
C 1.884 0.781 1.038
N 2.061 2.123 1.264
H 5.151 1.204 0.803
N 3.175 0.333 0.832
H 3.734 3.497 1.362
Gd 0.071 -0.647 0.363
C 1.306 -0.220 -2.945
O 0.916 -0.495 -1.787
C 4.095 1.362 0.931
C 3.532 -1.040 0.534
H 4.592 -1.211 0.765
H 3.381 -1.278 -0.536
H 2.926 -1.753 1.123
C 0.973 3.047 1.494
H 1.371 3.999 1.870
H 0.258 2.643 2.232
H 0.407 3.251 0.566
C -3.003 1.294 1.478
H -3.974 1.727 1.761
H -2.304 2.115 1.245
H -2.598 0.750 2.352
C -2.192 -1.773 -2.280
H -1.559 -1.196 -2.977
H -2.954 -2.315 -2.859
H -1.541 -2.522 -1.790
C -1.290 -2.035 3.203
O -0.617 -1.570 2.060
H -2.283 -2.428 2.943
H -1.430 -1.223 3.931
H -0.708 -2.835 3.674

=====

(6)
34
Properties=species:S:1:pos:R:3 method="wB97M-V/def2-TZVPD" gap_ev=5.18 mol_weight_g_mol=721.93 charge=0 homo_ev=-6.94
N -0.038 -3.355 0.649
C 0.212 -2.710 -0.696
C -0.852 -1.532 -1.111
C -1.088 -0.376 0.028
C -2.223 0.788 -0.212
P -4.033 0.169 -0.576
O -4.254 -1.263 0.442
I -5.666 1.905 0.155
N -2.059 1.809 0.933
C -0.739 1.654 1.371
I -0.108 3.002 3.009
C 0.181 0.474 0.624
S 1.535 1.084 -0.517
O 1.422 0.593 -1.983
O 1.526 2.647 -0.556
C 3.180 0.586 0.314
F 3.136 1.185 1.697
F 3.260 -0.883 0.484
C 4.498 1.228 -0.418
F 5.647 0.254 -0.315
F 4.973 2.496 0.248
F 4.303 1.552 -1.850
H -0.253 -2.665 1.401
H 0.908 -3.759 0.925
H 0.077 -3.576 -1.507
H 1.315 -2.316 -0.849
H -0.545 -1.127 -2.168
H -1.905 -2.074 -1.255
H -1.536 -0.958 0.958
H -1.932 1.441 -1.141
H -5.218 -1.541 0.295
H -2.799 2.475 1.297
H 0.743 -0.198 1.404
I -1.666 2.992 -1.084